Entry 1:
Entry from the Open Molecules 2025 dataset: a structure of composition C4H5Br2N in a non-equilibrium geometry (the ωB97M-V functional and the def2-TZVPD basis).

- Relative energy (zero: lowest compared OMol25 entry of this formula, charge and spin): 169.8 kJ/mol
- Maximum force: 5.43 eV Å⁻¹
- DFT total energy: -145801.355 eV
- Net charge: 0
- Molecular weight: 226.9 g mol⁻¹

Geometry as XYZ:
```
12
C4H5Br2N | the Open Molecules 2025 dataset | the ωB97M-V functional and the def2-TZVPD basis
C -0.22210 1.77269 0.82548
C -0.19447 -1.08790 0.88665
C 0.57455 0.13555 -1.29762
C -0.43182 0.05642 -0.15833
N -0.30855 2.66184 1.53500
Br 2.40996 0.24120 -0.55989
Br -2.32903 0.05812 -0.66990
H 0.57467 -0.93973 1.60371
H -1.14615 -1.38791 1.45860
H 0.29275 -1.94593 0.36840
H 0.47666 -0.53738 -2.14697
H 0.30354 0.97303 -1.84513
```

Entry 2:
Entry from the Open Molecules 2025 dataset: a structure of composition C4H5Br6CaO2 in a non-equilibrium geometry (the ωB97M-V functional and the def2-TZVPD basis).

- Relative energy (zero: lowest compared OMol25 entry of this formula, charge and spin): 0.0 kJ/mol
- Maximum force: 2.57 eV Å⁻¹
- DFT total energy: -447011.970 eV
- Net charge: +1
- Molecular weight: 604.6 g mol⁻¹

Geometry as XYZ:
```
18
C4H5Br6CaO2 | the Open Molecules 2025 dataset | the ωB97M-V functional and the def2-TZVPD basis
Ca 4.77743 5.10466 -8.60432
C 7.88080 4.24742 -11.37689
C 6.79012 4.57849 -10.42212
O 5.90170 3.71468 -10.09262
O 6.74044 5.70408 -9.83163
H 8.67971 3.70537 -10.87396
H 8.27864 5.09154 -11.93438
H 7.48167 3.57064 -12.13940
C 5.87830 0.70097 -11.38317
Br 4.75718 0.51357 -12.97105
Br 7.76002 0.82326 -11.77086
Br 5.59208 -0.76031 -10.12574
H 5.60923 1.62165 -10.88742
C 5.75481 5.74398 -14.40423
Br 5.97861 7.17266 -15.71697
Br 5.03306 4.04191 -15.05690
Br 4.71254 6.35954 -12.86267
H 6.76128 5.53262 -14.07733
```

Entry 3:
Entry from the Open Molecules 2025 dataset: an isolated molecule of C4H5BrO in a non-equilibrium geometry (the ωB97M-V functional and the def2-TZVPD basis).

- Relative energy (zero: lowest compared OMol25 entry of this formula, charge and spin): 87.3 kJ/mol
- Maximum force: 3.09 eV Å⁻¹
- DFT total energy: -76317.095 eV
- SMILES string: O/C=C\C=C/Br
- Net charge: 0
- Molecular weight: 149.0 g mol⁻¹

Geometry as XYZ:
```
11
C4H5BrO | the Open Molecules 2025 dataset | the ωB97M-V functional and the def2-TZVPD basis
O 0.41978 -2.33975 0.46081
C 0.88256 -1.16939 0.91836
C 0.54287 0.07940 0.50998
C -0.57918 0.41040 -0.28092
C -0.91695 1.55345 -0.90337
Br -0.25799 3.36896 -0.73716
H -0.15271 -2.26467 -0.27075
H 1.77378 -1.53368 1.44189
H 1.13411 0.87869 0.97760
H -1.14875 -0.56352 -0.49957
H -1.69752 1.58011 -1.61687
```

Entry 4:
Entry from the Open Molecules 2025 dataset: a structure of composition C4H5CaO3 in a non-equilibrium geometry (the ωB97M-V functional and the def2-TZVPD basis).

- Relative energy (zero: lowest compared OMol25 entry of this formula, charge and spin): 211.8 kJ/mol
- Maximum force: 4.42 eV Å⁻¹
- DFT total energy: -28807.961 eV
- Net charge: 0
- Molecular weight: 141.2 g mol⁻¹
- Spin multiplicity: 2

Geometry as XYZ:
```
13
C4H5CaO3 | the Open Molecules 2025 dataset | the ωB97M-V functional and the def2-TZVPD basis
C -3.26220 1.29745 0.23287
H -3.28312 1.26190 1.33092
H -4.24129 0.96939 -0.14690
H -3.12189 2.34290 -0.07867
C -1.96669 -0.86008 0.15635
C -2.17291 0.42436 -0.31547
O -0.05326 0.82944 0.34162
C 0.32373 -0.35601 0.22346
O -0.62182 -1.28125 -0.01031
O 1.49235 -0.73900 -0.06282
H -2.31787 -1.10436 1.16609
H -1.90786 0.60424 -1.36473
Ca 3.46166 0.00926 -0.41204
```

Entry 5:
Entry from the Open Molecules 2025 dataset: a structure of composition C4H5CaO6 in a non-equilibrium geometry (the ωB97M-V functional and the def2-TZVPD basis).

- Relative energy (zero: lowest compared OMol25 entry of this formula, charge and spin): 0.0 kJ/mol
- Maximum force: 4.41 eV Å⁻¹
- DFT total energy: -34933.705 eV
- Net charge: +2
- Molecular weight: 189.2 g mol⁻¹
- Spin multiplicity: 2

Geometry as XYZ:
```
16
C4H5CaO6 | the Open Molecules 2025 dataset | the ωB97M-V functional and the def2-TZVPD basis
O 3.19186 0.17042 -0.32406
C 3.13923 -0.84856 0.25634
O 3.19813 -1.90002 0.70559
Ca 2.66268 1.90779 -1.40383
O 3.76538 0.41551 3.38172
O 4.30700 -0.02932 6.90611
C 4.43809 0.61428 8.05500
O 4.42839 1.81242 8.19792
O 4.57469 -0.28094 9.02249
C 4.13389 0.76210 5.73550
C 3.86883 -0.19460 4.58243
H 4.65842 0.17055 9.87193
H 5.04186 1.34953 5.54264
H 3.28489 1.44380 5.87510
H 2.96424 -0.81821 4.75228
H 4.67755 -0.95698 4.49271
```

Entry 6:
Entry from the Open Molecules 2025 dataset: an isolated molecule of C4H5Cl in a non-equilibrium geometry (the ωB97M-V functional and the def2-TZVPD basis).

- Relative energy (zero: lowest compared OMol25 entry of this formula, charge and spin): 91.4 kJ/mol
- Maximum force: 5.42 eV Å⁻¹
- DFT total energy: -16749.176 eV
- SMILES string: C#C[C@H](C)Cl
- Net charge: 0
- Molecular weight: 88.5 g mol⁻¹

Geometry as XYZ:
```
10
C4H5Cl | the Open Molecules 2025 dataset | the ωB97M-V functional and the def2-TZVPD basis
C 0.41794 1.37361 -2.02042
C 0.10256 0.50157 -1.18822
C -0.07893 -0.59024 -0.19138
C -1.52711 -1.13764 0.04373
Cl 0.62199 0.13192 1.34585
H 0.70965 2.16453 -2.63896
H 0.54259 -1.44632 -0.49914
H -1.60709 -1.73913 -0.80694
H -1.41954 -1.71576 0.95356
H -2.28621 -0.38982 0.24980
```